Record 1
DFT (ωB97M-V/def2-TZVPD) results for C20H40P2PdSi as an isolated structure.

Positions of all 64 atoms, in Å:
P (-0.28895, -1.71621, -2.34228)
P (0.21965, 1.50127, -3.46453)
C (-0.58768, -1.08364, -4.10844)
C (0.27339, 0.09316, -4.59404)
H (-1.65930, -0.85418, -4.21349)
H (-0.37679, -1.95272, -4.75327)
H (1.33324, -0.17379, -4.72542)
H (-0.08796, 0.50074, -5.55696)
C (-1.39847, 2.22628, -3.78998)
H (-1.76163, 2.90236, -3.01214)
H (-2.16355, 1.47070, -3.99600)
H (-1.27149, 2.81411, -4.70870)
C (1.37867, 2.78391, -3.90874)
H (1.00943, 3.29609, -4.81123)
H (2.36433, 2.33689, -4.08932)
H (1.46791, 3.50103, -3.08078)
C (-1.40600, -3.13934, -2.45729)
H (-1.31170, -3.75453, -1.55721)
H (-1.12748, -3.74971, -3.32713)
H (-2.44456, -2.81751, -2.58942)
C (1.36392, -2.39180, -2.73857)
H (2.10788, -1.60972, -2.92409)
H (1.27657, -2.99453, -3.65188)
H (1.68148, -3.02613, -1.90580)
Pd (0.46290, -3.19474, 0.90531)
C (0.12111, 2.01292, 1.34528)
C (-1.14825, 1.98777, 0.93166)
C (-1.60420, 2.04078, -0.50001)
C (-1.75850, 0.65149, -1.17147)
C (-0.37688, 0.04892, -1.37411)
C (0.77553, 0.92754, -1.90956)
C (1.43317, 1.89395, -0.90167)
C (1.31199, 1.48659, 0.60140)
C (0.40164, -4.07281, 3.09528)
H (0.33371, 2.50766, 2.29270)
H (-1.95828, 2.02050, 1.66116)
H (-0.87593, 2.60239, -1.10427)
H (-2.56832, 2.57807, -0.53281)
H (-2.36083, -0.01742, -0.52284)
H (-2.29559, 0.67436, -2.14302)
H (-0.08543, -0.33067, -0.37832)
H (1.60593, 0.26154, -2.21535)
H (1.12378, 2.93728, -1.05131)
H (2.50970, 1.87323, -1.17856)
H (1.39113, 0.38106, 0.73310)
H (2.20662, 1.94320, 1.06753)
H (1.20395, -4.28263, 3.80761)
H (0.61436, -4.67016, 2.19944)
H (-0.53558, -4.41046, 3.55182)
C (1.54666, -0.47477, 6.25119)
Si (0.13892, -0.30898, 5.00678)
C (-1.48413, -0.63958, 5.90931)
C (0.12301, 1.50929, 4.51947)
C (0.32029, -1.50232, 3.54445)
C (0.39185, -2.57328, 2.77038)
H (1.18129, -0.46498, 7.28976)
H (2.28878, 0.33357, 6.17279)
H (2.06857, -1.42523, 6.07904)
H (-1.36577, -0.66195, 7.00485)
H (-2.25640, 0.11351, 5.69326)
H (-1.86245, -1.61949, 5.58455)
H (0.99958, 1.76068, 3.91074)
H (-0.77724, 1.78514, 3.95510)
H (0.16844, 2.15527, 5.40605)

Force components x, y, z for each atom (eV/Å):
P 0.557 0.830 -1.171
P 0.149 1.265 -1.780
C -0.313 -0.199 0.239
C 0.242 0.354 -0.055
H 0.274 -0.025 -0.039
H -0.240 0.348 0.163
H -0.308 -0.066 -0.011
H 0.151 -0.376 0.262
C -0.494 0.270 0.069
H 0.109 -0.124 -0.133
H 0.234 0.123 0.108
H 0.069 -0.123 0.161
C 0.180 0.144 -0.561
H 0.396 -0.106 0.297
H -0.141 0.210 -0.039
H -0.102 -0.151 -0.327
C -0.645 -0.289 0.394
H -0.112 0.201 -0.187
H 0.101 0.292 0.038
H 0.109 -0.051 0.131
C 0.311 -0.051 0.530
H -0.076 -0.186 0.155
H -0.102 0.109 0.173
H 0.137 0.149 -0.236
Pd -0.162 1.331 -1.155
C -0.365 0.154 -0.098
C -0.068 0.253 0.091
C -0.320 -0.851 -0.655
C -0.686 -0.384 -0.581
C 0.627 -2.459 1.335
C -0.587 -1.234 0.997
C 0.754 0.064 0.027
C 0.930 0.991 -0.588
C -0.131 1.330 2.076
H -0.158 -0.969 -0.013
H 0.232 0.734 -0.007
H -0.466 0.099 0.416
H 0.417 -0.219 -0.062
H 0.396 0.308 -0.294
H 0.100 0.283 0.716
H 0.115 0.230 -0.355
H -0.414 0.055 0.062
H -0.069 -0.314 0.270
H -0.561 0.143 0.323
H 0.053 0.749 -0.046
H -0.316 -0.486 -0.131
H 0.072 -0.160 -0.051
H 0.024 -0.626 -0.363
H 0.053 0.013 -0.175
C 0.488 -0.476 -0.285
Si -0.200 1.068 1.371
C -0.347 -0.490 -0.321
C 0.082 -0.050 -0.538
C -0.241 2.201 2.182
C 0.230 -3.087 -2.167
H -0.094 -0.082 -0.446
H -0.242 -0.238 -0.177
H 0.072 0.180 0.305
H 0.197 -0.052 -0.457
H 0.277 -0.226 -0.120
H -0.186 0.207 0.306
H -0.114 -0.066 0.238
H 0.189 -0.076 0.160
H -0.067 -0.396 0.033

## Properties
net charge: +2
2S+1: 5
ΔE to the lowest compared entry with this formula, charge and spin: 1.119 eV
<S²>: 6.02

In the Löwdin picture, each atom carries the following charge in e: 0.942, 0.920, -0.315, -0.284, 0.091, 0.097, 0.107, 0.120, -0.145, 0.072, 0.067, 0.082, -0.143, 0.080, 0.085, 0.073, -0.216, 0.014, 0.071, 0.066, -0.213, 0.048, 0.071, 0.015, 0.592, -0.110, -0.080, -0.174, -0.193, -0.358, -0.418, -0.166, -0.158, -0.143, 0.081, 0.114, 0.079, 0.136, 0.135, 0.087, 0.062, 0.113, 0.111, 0.131, 0.114, 0.127, 0.100, 0.021, 0.100, -0.170, 0.501, -0.170, -0.194, 0.057, -0.362, 0.047, 0.042, 0.027, 0.047, 0.040, 0.026, 0.019, 0.023, 0.059



Record 2
DFT (ωB97M-V/def2-TZVPD) results for a 2-piece molecular cluster, C16H22BBr2Cl2IN3O5 overall.

Positions of all 52 atoms, in Å:
C (0.34369, 3.23383, 2.22229)
C (-0.04776, 2.61142, 3.58711)
Br (-0.36997, 3.89805, 5.03414)
C (-0.19427, 1.27545, 3.82226)
Br (-0.68496, 0.58290, 5.56446)
C (0.03986, 0.35310, 2.59812)
C (1.41206, 0.16208, 2.18906)
N (1.68213, -0.60983, 1.08689)
C (0.71193, -1.23266, 0.32429)
B (1.21858, -2.06849, -0.98055)
O (1.49142, -3.40153, -0.77422)
N (1.30772, -1.35725, -2.27840)
C (0.03020, -0.61826, -2.55054)
C (2.32079, -0.26964, -2.09049)
C (-0.69297, -1.14079, 0.67669)
O (-1.72168, -1.72965, -0.02711)
N (-1.65655, -3.16548, -0.01270)
O (-2.02832, -3.60830, 0.98604)
C (-1.02593, -0.31220, 1.86228)
C (-2.51287, -0.17178, 2.27980)
O (-3.08461, -1.16807, 2.61143)
O (-3.20145, 1.02716, 2.24592)
C (-3.96371, 1.04148, 0.99259)
C (-4.62902, 2.47494, 0.93950)
C (-5.65632, 2.54860, 2.14863)
I (-5.54823, 2.90668, -0.96251)
H (1.45017, 3.43202, 2.16832)
H (-0.14683, 4.23447, 2.07492)
H (0.06615, 2.61455, 1.33454)
H (2.28161, 0.61352, 2.72363)
H (2.66089, -0.72806, 0.81750)
H (1.82517, -3.81939, -1.59137)
H (0.11483, -0.18799, -3.58609)
H (-0.12795, 0.24637, -1.84848)
H (-0.85194, -1.31405, -2.59132)
H (3.30291, -0.65423, -1.71307)
H (2.47573, 0.24522, -3.07355)
H (1.95789, 0.53985, -1.38232)
H (-4.72979, 0.22352, 0.98159)
H (-3.27878, 0.86291, 0.11114)
H (-3.79482, 3.18895, 1.16770)
H (-5.15707, 2.87099, 3.09871)
H (-6.39847, 3.35842, 1.91000)
H (-6.13775, 1.55047, 2.29055)
Cl (4.70529, -0.32295, -4.84029)
C (5.60661, -1.73095, -4.22466)
C (4.84673, -3.02382, -4.41152)
Cl (3.39764, -3.11583, -3.36966)
H (5.83977, -1.55149, -3.17545)
H (6.54413, -1.77278, -4.77932)
H (5.48237, -3.86750, -4.14244)
H (4.52578, -3.15393, -5.44398)

Force components x, y, z for each atom (eV/Å):
C 0.051 0.591 0.046
C -0.236 -0.352 0.234
Br 0.373 -0.930 -1.275
C 0.032 1.037 -1.029
Br 0.320 0.053 -1.471
C 0.665 -0.770 -0.102
C -1.552 -0.353 -0.077
N -1.795 0.349 0.690
C -1.032 -0.468 0.415
B -0.265 -0.920 -0.579
O -0.041 1.620 -0.408
N -0.469 1.178 1.721
C -0.291 -0.243 -1.196
C 0.276 0.519 -0.273
C 1.210 1.937 2.435
O 1.344 2.830 0.468
N -0.403 -3.020 0.552
O 0.412 0.494 -0.722
C 1.447 0.402 -0.880
C -0.964 -0.540 0.486
O 0.675 0.065 -0.083
O 1.431 -0.833 -1.059
C -0.601 0.861 -1.286
C 0.639 -1.011 2.050
C 0.028 0.782 -0.680
I 0.437 -0.286 0.594
H -0.974 -0.242 0.205
H 0.376 -1.009 0.357
H 0.136 0.277 0.897
H -0.978 -0.449 -0.521
H -0.422 0.006 0.037
H -0.178 0.041 0.311
H -0.038 -0.296 0.965
H -0.086 -0.786 -0.417
H 0.864 0.698 0.308
H -0.739 0.188 -0.500
H 0.072 -0.583 0.853
H 0.270 -0.749 -0.530
H 0.588 0.725 0.244
H -0.505 0.303 0.899
H -0.856 -0.379 -0.750
H -0.215 -0.520 -0.876
H 0.449 -1.020 0.358
H 0.154 0.968 -0.099
Cl -0.012 0.023 -0.002
C 0.066 -0.097 0.075
C 0.358 -0.263 -0.109
Cl 0.231 0.069 -0.323
H -0.079 -0.006 -0.064
H -0.088 -0.055 -0.020
H 0.011 0.085 0.018
H -0.094 0.078 0.112

## Properties
net charge: +1

In the Löwdin picture, each atom carries the following charge in e: -0.116, -0.687, 0.706, -0.685, 0.747, -0.131, 0.054, 0.142, 0.029, -0.554, 0.172, -0.147, -0.076, -0.136, -0.124, -0.047, 0.067, 0.184, 0.104, -0.413, 0.193, -0.029, -0.234, -0.768, -0.150, 0.816, 0.096, 0.085, 0.078, 0.171, 0.179, 0.066, 0.110, 0.092, 0.105, 0.082, 0.077, 0.088, 0.137, 0.120, 0.085, 0.084, 0.064, 0.087, 0.569, -0.645, -0.612, 0.666, 0.068, 0.078, 0.078, 0.076



| no. | DFT total energy (Eh) |
| --- | --- |
| 1 | -1885.272150 |
| 2 | -7553.946220 |